DFT (ωB97M-V/def2-TZVPD) results for C4H4 in the gas phase in a non-equilibrium geometry.

The SMILES is C#CC=C. The calculation puts the LUMO energy at 0.688 eV. As for the energy relative to the best compared isomer or geometry (same formula, charge and spin): 64.5 kJ/mol. The value obtained for the calculated total energy is -154.6959 Eh. For the HOMO energy, the calculation gives -0.33894 Ha.

The geometry in XYZ format:
```
8
C4H4 ωB97M-V/def2-TZVPD
C -1.69902 -0.33972 0.04309
C 1.91506 -0.23114 0.05872
C 0.78834 0.17801 -0.06756
C -0.58098 0.41328 -0.05546
H -0.92598 1.43168 0.01733
H -1.99949 -1.35985 -0.23741
H 2.95471 -0.38042 0.05879
H -2.56968 0.18596 0.28859
```



DFT (ωB97M-V/def2-TZVPD) results for a molecular structure, CF3OSYb in a non-equilibrium geometry.

As for the charge: +1. The calculation puts the LUMO energy (alpha / beta) at -5.354 / -8.218 eV. As for the energy relative to the best compared isomer or geometry (same formula, charge and spin): 72.8 kJ/mol. The value obtained for the calculated total energy is -1969.3387 Eh. The spin multiplicity is 3. For the HOMO energy (alpha / beta), the calculation gives -0.37036 / -0.48913 Ha.

The geometry in XYZ format:
```
7
CF3OSYb ωB97M-V/def2-TZVPD
Yb 3.37050 -0.92369 0.61102
S 0.30014 -0.21879 -1.22086
F -1.23607 -0.61009 0.81537
F -2.09188 0.54326 -0.75168
F -0.58052 2.18740 1.10596
O 1.22906 -1.12417 -0.36010
C -0.99123 0.14608 -0.19972
```



DFT (ωB97M-V/def2-TZVPD) results for 2 unconnected molecules or ions with the total composition C2H8Cl2N3PS in a non-equilibrium geometry.

The SMILES is SP(NCl)NCl.C=NC. The calculation puts the LUMO energy at 0.516 eV. As for the energy relative to the best compared isomer or geometry (same formula, charge and spin): 157.4 kJ/mol. The value obtained for the calculated total energy is -1905.1178 Eh. For the HOMO energy, the calculation gives -0.32503 Ha.

The geometry in XYZ format:
```
17
C2H8Cl2N3PS ωB97M-V/def2-TZVPD
Cl 1.29899 2.13904 1.30054
Cl 1.52976 -2.53052 0.58097
S 4.19867 0.74066 -0.95490
P 2.23546 0.03483 -0.47707
N 2.82721 -1.48915 0.04054
N 1.95968 0.54629 1.12296
N -1.14915 -0.08136 -0.25385
C -1.83542 0.24506 -1.24549
C -1.73300 -0.10932 1.04736
H -1.38057 0.25840 -2.22529
H -1.66299 -1.12933 1.42878
H -1.13488 0.52526 1.70069
H 3.30962 -1.96949 -0.71650
H -2.89752 0.52051 -1.19090
H 3.72696 1.71070 -1.73122
H -2.78213 0.22104 1.06816
H 2.74803 0.41438 1.75442
```



DFT (ωB97M-V/def2-TZVPD) results for C3H2Cl2 in the gas phase in a non-equilibrium geometry.

The calculation puts the LUMO energy at -1.453 eV. As for the energy relative to the best compared isomer or geometry (same formula, charge and spin): 428.5 kJ/mol. The value obtained for the calculated total energy is -1035.6552 Eh. For the HOMO energy, the calculation gives -0.33726 Ha.

The geometry in XYZ format:
```
7
C3H2Cl2 ωB97M-V/def2-TZVPD
Cl 1.52480 -1.22048 1.53659
Cl -0.76466 2.24346 -0.71638
C -0.22568 -0.27600 -0.24408
C -0.09087 -0.86318 1.13248
C 0.33694 1.06455 -0.14658
H 0.52181 -0.67629 -0.91960
H -1.30233 -0.27206 -0.64243
```



DFT (ωB97M-V/def2-TZVPD) results for a molecular structure, C12H20ClI2OP2Tl in a non-equilibrium geometry.

As for the charge: +2. The calculation puts the LUMO energy (alpha / beta) at -10.653 / -10.658 eV. As for the energy relative to the best compared isomer or geometry (same formula, charge and spin): 0.0 kJ/mol. The value obtained for the calculated total energy is -2454.6138 Eh. For the HOMO energy (alpha / beta), the calculation gives -0.54651 / -0.54648 Ha.

The geometry in XYZ format:
```
39
C12H20ClI2OP2Tl ωB97M-V/def2-TZVPD
Tl 0.34316 -1.69393 -0.81382
I -1.09329 -4.35998 -1.86414
I 1.71830 -4.21760 -2.47960
Cl 2.55675 -0.26151 -1.13234
P -0.58243 0.28251 1.45330
P -0.24939 0.14556 -3.17185
O -3.71367 -0.33488 -0.98012
C 0.63632 -0.99764 -4.31578
C 0.62430 0.12172 2.82902
C 0.55593 0.82273 4.04304
C -2.10416 -0.03080 2.41924
C 2.39540 -1.27733 3.74041
C 1.60563 -0.87681 2.66583
C -2.57292 -0.42109 -0.99910
C 0.62817 1.69939 -3.61738
C 2.28705 -0.62326 4.97834
C -0.72869 2.10417 1.25129
C -1.77466 0.40178 -4.15459
C 1.37635 0.44834 5.11431
H 0.62972 -0.55858 -5.32319
H -0.14098 1.66139 4.14362
H 0.07653 2.55434 -3.20685
H 0.20369 2.46661 0.80406
H 1.74793 -1.30107 1.67027
H -1.48769 0.65731 -5.18376
H 1.63201 1.65345 -3.18136
H 0.13611 -1.97300 -4.30482
H 2.93640 -0.90943 5.81579
H 1.32881 0.99898 6.05600
H 0.67729 1.77642 -4.71326
H -2.15649 0.59764 3.31750
H -1.57022 2.30046 0.56877
H -2.09366 -1.08426 2.72721
H -2.36503 -0.51747 -4.14533
H -2.34873 1.22145 -3.71319
H 3.12667 -2.07800 3.60893
H 1.66168 -1.11690 -3.94571
H -2.98768 0.14215 1.81297
H -0.91451 2.57719 2.22630
```



DFT (ωB97M-V/def2-TZVPD) results for a molecular structure, C37H32Br2F5N2OP2TeTi.

As for the charge: +1. The calculation puts the LUMO energy at -4.242 eV. As for the energy relative to the best compared isomer or geometry (same formula, charge and spin): 88.4 kJ/mol. The value obtained for the calculated total energy is -9061.4430 Eh. For the HOMO energy, the calculation gives -0.39027 Ha.

The geometry in XYZ format:
```
83
C37H32Br2F5N2OP2TeTi ωB97M-V/def2-TZVPD
Te -1.69329 -4.69279 -0.62261
Br -2.63092 5.85781 -1.40685
Br -7.55854 -0.12123 0.07806
Ti -1.04841 -0.80182 -1.41058
P -0.16794 0.61977 1.16562
P 2.51995 -0.01036 -0.44371
F -0.69790 -2.01248 -0.08826
F -2.05109 -5.48858 -2.29497
F 0.05656 -5.19836 -1.08768
F -3.24277 -5.67769 -0.16624
F -1.12784 -5.37812 1.03575
O -1.08735 -1.73395 -2.69932
N -3.18007 -0.58675 -1.30297
N -1.54642 1.37145 -1.78790
C -3.81022 -0.15077 2.82693
C -0.99412 3.66706 -2.16361
C -2.40327 2.14586 2.15143
C -4.00099 -1.63856 -1.30474
C -3.09370 3.07815 -1.17020
C 1.74288 -1.73076 -2.43629
C -2.19997 4.04826 -1.59416
C 5.17033 0.00478 -1.50528
C -2.56831 -0.24638 2.22398
C 1.42403 -2.28427 3.60122
C -4.36213 1.09906 3.08777
C 2.17564 0.48012 -3.26319
C 6.53271 -0.22328 -1.40718
C 0.58593 2.29611 1.28893
C -5.80232 -0.31009 -0.52834
C -3.67264 0.63070 -1.00491
C 1.42231 -1.66941 4.84473
C -3.65694 2.24391 2.74752
C 0.97328 -1.59750 2.48333
C 0.50468 -0.29317 2.60382
C 0.95165 -0.36971 4.97459
C 1.55888 -2.18294 -3.73366
C 4.86846 -0.85701 0.71811
C 1.66286 -1.29789 -4.79770
C 2.44782 1.84123 -0.41589
C -2.73902 1.74724 -1.29365
C -4.98134 0.80704 -0.60904
C 7.06742 -0.76218 -0.24229
C 2.07537 2.39649 0.96214
C 2.06853 -0.39470 -2.17866
C -0.71379 2.31889 -2.23435
C 6.23660 -1.07826 0.81977
C 4.32526 -0.30717 -0.44051
C 1.96293 0.03555 -4.56116
C 0.48404 0.30948 3.86073
C -5.32282 -1.55145 -0.91462
C -1.84335 0.90129 1.88033
H 4.21447 -1.11941 1.54263
H -5.32810 1.17766 3.56998
H -1.86183 3.05554 1.92186
H 1.65113 -2.42566 -1.60834
H 7.18088 0.01487 -2.24049
H 1.77765 -3.30177 3.49796
H 6.64876 -1.50483 1.72484
H -0.29065 4.39404 -2.54162
H 0.98560 -2.07691 1.51597
H 3.41757 2.23949 -0.71956
H 1.50963 -1.64588 -5.81065
H 1.78019 -2.20454 5.71448
H 2.05665 0.72576 -5.38976
H 2.50966 1.50032 -3.10412
H -2.12592 -1.22419 2.05908
H 4.76468 0.41580 -2.42141
H 0.39701 2.67459 2.29585
H -5.36942 1.78271 -0.36358
H 0.93849 0.11084 5.94395
H -5.95349 -2.42827 -0.91955
H -4.04617 3.36333 -0.75137
H 8.13218 -0.94069 -0.16918
H 0.21144 1.97127 -2.67939
H -3.58310 -2.57194 -1.65544
H 2.35227 3.45312 0.99012
H 1.31958 -3.22245 -3.90938
H -4.34285 -1.05015 3.11050
H 0.04019 2.94957 0.59772
H 2.65436 1.91269 1.75488
H -4.06832 3.22060 2.97183
H 1.71752 2.18980 -1.15403
H 0.08929 1.31211 3.98195
```



DFT (ωB97M-V/def2-TZVPD) results for a molecular structure, C49H61N3OPZn.

As for the charge: -1. The calculation puts the LUMO energy at 2.369 eV. As for the energy relative to the best compared isomer or geometry (same formula, charge and spin): 68.1 kJ/mol. The value obtained for the calculated total energy is -4263.9841 Eh. For the HOMO energy, the calculation gives -0.10826 Ha.

The geometry in XYZ format:
```
116
C49H61N3OPZn ωB97M-V/def2-TZVPD
Zn -0.80561 0.21196 -1.30929
P 2.32360 0.98688 0.40459
O -0.22872 2.70739 -2.94747
N -1.42153 0.86309 0.47067
N 0.70143 2.34458 -1.98636
N -0.08365 -1.45095 -0.43534
C -4.54951 3.26597 1.97773
C -1.37152 -3.73602 1.02553
C -1.16161 3.75869 0.35859
C -4.16669 0.33267 -2.36880
C 2.41744 1.15354 2.24058
C 1.20613 -5.39013 -1.18681
C 3.48158 -1.53852 0.54693
C -2.38729 3.05527 0.90395
C 4.45672 -2.50773 0.37596
C 3.65899 4.40870 -1.51118
C -3.43596 3.83282 1.38511
C -3.84067 -0.43652 1.61100
C -3.61629 1.06823 1.56694
C -1.49217 4.59080 -0.88383
C 1.67262 3.16936 -2.02303
C -3.13572 -0.60880 -2.99025
C 4.83969 0.04935 -0.61669
C -4.62169 1.88519 2.06953
C -2.45363 1.65124 0.98330
C 2.86741 3.30116 -1.16617
C 4.78200 4.76306 -0.79164
C -0.18300 -1.13131 0.93145
C 3.24689 2.52191 -0.06724
C 2.79180 -1.98586 -3.38199
C 3.30359 0.51269 3.09914
C 1.47022 2.01929 2.78960
C 3.23827 0.72945 4.47109
C -0.98782 -4.10024 2.46080
C 1.01479 -3.07654 -1.90236
C 1.49709 -4.36470 -2.07489
C -0.83566 -0.03976 1.35564
C -2.54909 -4.60142 0.56121
C 5.81658 -0.92249 -0.79521
C -0.20984 -3.85076 0.04486
C 1.30669 -2.07635 -3.00346
C 5.13918 4.00940 0.31654
C -3.05976 -1.90416 -2.18438
C 0.31910 -5.12010 -0.16055
C 1.40958 2.24683 4.15331
C 3.67052 -0.23553 0.08454
C 0.23228 -2.75476 -0.75399
C 5.63688 -2.19775 -0.28584
C -3.70747 -0.99903 3.02903
C 0.50782 -2.45858 -4.25686
C 4.37520 2.90838 0.65938
C -0.52365 4.67005 1.41965
C 2.29401 1.59372 5.00376
C -1.77950 0.10288 -3.10304
C -5.20900 -0.82835 1.03866
H -2.30675 -5.66610 0.60502
H -1.72213 -2.70618 1.03125
H 0.52004 4.88465 1.17584
H 5.36813 5.62380 -1.08739
H -0.44538 2.98691 0.07077
H -0.56328 4.21761 2.41164
H -0.91388 2.01516 -2.86588
H -0.88517 0.16347 2.42297
H 6.00592 4.27600 0.90812
H 0.75690 2.49854 2.12589
H 0.67009 -1.73502 -5.06102
H -3.07662 -0.90249 0.99331
H -2.22323 5.36692 -0.64439
H -4.38388 1.17196 -3.03473
H 4.66402 2.31884 1.51998
H -1.05261 5.62524 1.47197
H -5.10688 -0.18226 -2.15396
H -2.71102 -0.82639 3.43236
H -1.84063 -3.96687 3.13173
H -4.43413 -0.52820 3.69716
H -4.02537 -2.41877 -2.17723
H -0.17214 -3.47374 2.82373
H 2.23992 1.75008 6.07374
H -3.42150 -4.42790 1.19841
H 1.58164 3.95672 -2.77323
H -0.00608 -5.93218 0.48239
H 4.06048 -0.15792 2.71002
H 1.61333 -6.38353 -1.32917
H 4.28002 -3.51114 0.74180
H 2.12592 -4.57236 -2.93517
H -5.49768 1.42884 2.51854
H -2.82159 -4.35943 -0.46712
H -3.89223 -2.07727 3.03030
H -1.10712 -0.45678 -3.75410
H 6.72015 -0.67767 -1.34007
H -2.77529 -1.69306 -1.14954
H 3.36652 5.00301 -2.36800
H -5.35286 3.88910 2.35220
H 0.31059 -1.75710 1.66873
H 2.56102 -1.79545 1.04244
H 0.82892 -3.44183 -4.61024
H -5.22945 -1.89783 0.81407
H 3.93635 0.21796 5.12260
H -0.56024 -2.51401 -4.05436
H 0.66099 2.91878 4.55394
H -3.77689 0.74291 -1.43108
H -2.30968 -2.58890 -2.58618
H 3.43663 -2.16481 -2.52432
H -3.36479 4.91320 1.31659
H -0.59186 5.08359 -1.26236
H 3.02672 -0.99925 -3.78642
H -0.66596 -5.14270 2.52897
H -6.01286 -0.62295 1.75093
H -1.96672 1.03223 -3.66097
H -3.48268 -0.86280 -4.00267
H 3.04407 -2.72270 -4.14977
H 4.99823 1.03742 -1.03055
H 0.97880 -1.09418 -2.66416
H -5.42500 -0.28387 0.11985
H 6.40523 -2.95011 -0.41251
H -1.89813 3.97261 -1.68311
```



DFT (ωB97M-V/def2-TZVPD) results for C4H6N2 in the gas phase in a non-equilibrium geometry.

The calculation puts the LUMO energy at -0.053 eV. As for the energy relative to the best compared isomer or geometry (same formula, charge and spin): 273.3 kJ/mol. The value obtained for the calculated total energy is -265.4315 Eh. For the HOMO energy, the calculation gives -0.33760 Ha.

The geometry in XYZ format:
```
12
C4H6N2 ωB97M-V/def2-TZVPD
N 0.69942 -3.44831 0.36417
N -0.19198 -0.45693 -0.84096
C 0.05957 -2.63435 -0.16675
C -0.63306 0.84961 -0.34463
C 0.41644 1.29274 0.68271
C -0.79489 -1.50219 -0.33458
H -0.02753 1.91540 1.46182
H -1.58919 0.63088 0.13446
H -0.78374 1.58140 -1.14417
H 0.84053 0.40599 1.17020
H 1.23837 1.84733 0.21748
H 0.76606 -0.48155 -1.19975
```



DFT (ωB97M-V/def2-TZVPD) results for 5 unconnected molecules or ions with the total composition C25H48N5O9S5 in a non-equilibrium geometry.

As for the charge: +1. The calculation puts the LUMO energy at -3.816 eV. The value obtained for the calculated total energy is -3922.8315 Eh. For the HOMO energy, the calculation gives -0.39739 Ha.

The geometry in XYZ format:
```
92
C25H48N5O9S5 ωB97M-V/def2-TZVPD
S -0.73980 1.75333 1.49480
S 0.87722 -8.31422 2.26887
S 1.83273 -5.23693 -2.99144
S 2.77357 9.25698 1.16149
S -2.84055 -5.60246 -3.25295
O 3.25210 -5.48229 -2.86777
O 0.18404 -7.37377 3.12044
O 2.31473 10.55234 1.60486
O -2.93406 -7.04060 -3.34740
O 0.28217 -8.84749 1.06588
O 1.17142 -5.16972 -4.27757
O 0.59229 -0.27321 3.14448
O 2.61866 8.06578 1.97037
O -2.09993 -4.94675 -2.19699
N -1.10230 8.81275 1.01630
N 0.09530 -0.99138 1.05510
N -0.23898 7.46378 2.86060
N -2.39943 6.89318 1.64861
N 0.69353 -2.02381 1.68464
C -1.17996 7.63716 1.94117
C 2.09694 8.93912 -0.45849
C -3.04811 4.36367 1.49058
C -1.53325 8.24591 -0.31804
C -2.70363 7.27696 0.23480
C -1.97367 5.46787 1.91153
C -0.01527 0.13450 1.91994
C -2.58737 1.73671 1.75184
C 2.87867 -9.92348 2.77434
C -4.36396 -3.72059 -4.24525
C 1.42110 -3.77850 -2.03975
C 4.47820 9.40820 0.63922
C 3.50709 -8.53860 2.60601
C -2.29867 -4.94073 -4.82485
C -4.48518 -4.91179 -3.30367
C 4.48995 9.13322 -0.86668
C -2.93286 3.12766 2.51911
C 0.51483 -4.25286 -0.90221
C 1.45819 -9.67587 3.26558
C 0.87842 -5.70823 -0.60199
C -3.50205 -4.20163 -5.41489
C 2.49517 -7.66241 1.86451
C 1.04192 -1.59240 2.99034
C 3.12092 9.53549 -1.41669
C 0.96428 -6.40074 -1.95546
H -3.86562 3.04444 3.15815
H 0.14036 -6.18538 0.04568
H 3.71277 -8.10999 3.59205
H 1.59290 -2.24572 3.74488
H 3.03368 10.62638 -1.42586
H -1.83717 9.06868 -1.03084
H -2.04697 3.28366 3.23567
H 4.81093 10.42251 0.86420
H 2.97194 9.17621 -2.43646
H -2.94623 4.06438 0.40004
H -5.15312 -5.67174 -3.71419
H 0.80272 -10.53645 3.13680
H 0.62525 -3.61878 -0.02012
H 2.62507 -7.72896 0.78347
H -4.07886 4.85454 1.61040
H 2.02405 7.85597 -0.58269
H -0.94443 5.27088 1.43565
H -0.53010 -4.19669 -1.21765
H -3.08588 1.73617 0.72843
H 1.45345 -9.35166 4.30832
H -0.71647 7.51502 -0.62143
H -3.57642 8.02773 0.31503
H 5.29862 9.67585 -1.35957
H -3.86494 -2.88970 -3.73611
H 1.50622 -7.34561 -1.92206
H -2.96358 0.85202 2.35866
H 4.45505 -8.58786 2.06642
H -0.04693 6.60657 3.38700
H 0.37560 8.27264 3.07477
H -1.83193 9.47393 1.34748
H -1.78968 5.39765 3.04523
H -0.02832 -6.55164 -2.38288
H 1.84922 -5.74956 -0.09744
H 2.35003 -3.34977 -1.65974
H -1.46504 -4.26261 -4.63619
H 5.08824 8.68760 1.18420
H 1.11136 9.39450 -0.54599
H 0.91592 -3.05781 -2.68345
H 2.85678 -10.43902 1.80910
H -4.08499 -4.88601 -6.03923
H -3.14811 6.49963 -0.46035
H -4.80353 -4.63530 -2.29905
H -1.97306 -5.75848 -5.46741
H -5.34331 -3.37260 -4.57937
H 4.65481 8.06603 -1.04498
H 3.44282 -10.54208 3.47470
H 2.55476 -6.62143 2.18242
H -3.18223 -3.37227 -6.04903
```